# 1
Computed, not measured: a single C4H7N3 molecule at a distorted geometry, with ωB97M-V/def2-TZVPD.

Output
Net charge ... 0
HOMO-LUMO gap ... 8.3 eV
LUMO level ... 0.898 eV
Energy relative to the best compared isomer or geometry (same formula, charge and spin) ... 2.255 eV
Largest force on an atom ... 1.8 eV/A

Element x y z (Å)
N1 -2.4797 -0.4980 -0.0932
C1 -1.1257 -0.2603 -0.0632
C2 -0.1109 -1.2192 0.0764
C3 1.0015 -0.3905 0.0957
N2 2.3234 -0.7754 0.1789
C4 0.6692 1.0676 0.1301
N3 -0.7231 1.0615 -0.1425
H1 -3.0205 -0.0180 -0.7965
H2 -2.6917 -1.4837 -0.0792
H3 0.8831 0.9411 1.2353
H4 2.9280 -0.3289 -0.4928
H5 2.4074 -1.7781 0.1036
H6 1.2573 1.8666 -0.3196
H7 -1.3182 1.8154 0.1669

Forces on atoms 1 to 6 (eV/Å):
N 0.1 -0.2 -0.1
C -0.2 0.3 0.0
C 0.2 0.4 0.1
C -0.1 -0.9 -1.4
N -0.1 -0.2 -0.2
C 0.6 -0.6 1.6

Atom charges from the Mulliken analysis, given in e for atoms 1 to 4:
1 N -0.50
2 C 0.68
3 C -1.49
4 C 0.63

# 2
Computed, not measured: a 8-piece molecular cluster, C19H47Br10O12P3 overall at a distorted geometry, with ωB97M-V/def2-TZVPD.

Output
Net charge ... 0
HOMO-LUMO gap ... 9.6 eV
LUMO level ... 0.013 eV
Energy relative to the best compared isomer or geometry (same formula, charge and spin) ... 0.000 eV
Largest force on an atom ... 2.2 eV/A

Element x y z (Å)
C1 4.4455 0.7866 -4.8154
O1 3.5329 -0.2925 -4.4036
P1 2.1938 0.1128 -3.7031
O2 2.3393 0.6641 -2.3433
O3 1.3810 1.0534 -4.7256
C2 0.5004 2.0624 -4.0739
O4 1.4695 -1.2968 -3.6396
C3 1.4407 -2.1948 -4.7498
H1 5.1833 0.2720 -5.4567
H2 4.8280 1.2939 -3.9406
H3 3.8866 1.5029 -5.3763
H4 0.9829 2.5421 -3.2373
H5 -0.4196 1.6062 -3.7477
H6 0.3062 2.7001 -4.9366
H7 1.5702 -3.2066 -4.3074
H8 2.2761 -1.9216 -5.4530
H9 0.4382 -2.2848 -5.2352
C4 2.9588 -1.7266 4.9093
O5 2.5659 -2.3486 6.1619
P2 2.0439 -3.8528 6.0634
O6 1.5689 -4.3039 7.3472
O7 3.2532 -4.6052 5.3987
C5 3.1121 -5.8314 4.6823
O8 0.9159 -3.9546 4.9497
C6 -0.5271 -3.9331 5.3048
H10 4.0024 -1.4629 5.0215
H11 2.2950 -0.8802 4.6510
H12 2.8715 -2.4782 4.1042
H13 2.6126 -5.7307 3.7158
H14 2.5005 -6.5975 5.2077
H15 4.1102 -6.1706 4.5820
H16 -1.0245 -4.6570 4.6771
H17 -0.9418 -2.9510 4.9905
H18 -0.5945 -4.0941 6.3816
C7 -5.4814 -0.0777 -3.9669
O9 -4.7865 0.7337 -2.9351
P3 -3.2512 0.7679 -3.0541
O10 -2.6722 1.6584 -2.0590
O11 -2.9026 1.1336 -4.5674
C8 -2.7843 2.5280 -5.0988
O12 -2.8338 -0.7386 -2.9615
C9 -1.4579 -1.1044 -3.3023
H19 -5.4381 0.4352 -4.9185
H20 -6.5304 -0.0248 -3.6689
H21 -5.0396 -1.0617 -4.1070
H22 -2.1382 2.4760 -5.9689
H23 -2.3293 3.0216 -4.2463
H24 -3.7424 2.9949 -5.4163
H25 -1.1316 -0.5803 -4.1755
H26 -1.4337 -2.1442 -3.5920
H27 -0.7933 -1.0054 -2.4728
Br1 -0.6141 4.8039 -1.2584
C10 -2.4468 4.3191 -0.8549
C11 -3.3022 5.5803 -1.2093
Br2 -5.0510 5.4150 -0.4600
H28 -2.5199 4.1875 0.2248
H29 -2.7591 3.4832 -1.4674
H30 -3.3998 5.6600 -2.2795
H31 -2.8189 6.4168 -0.7429
Br3 -0.1947 -0.3115 6.8052
C12 -0.4990 1.2759 5.7938
C13 0.6939 2.1784 5.6136
Br4 1.0956 3.1739 7.1844
H32 -1.3358 1.8340 6.1696
H33 -0.8263 0.9307 4.7894
H34 0.5301 2.8549 4.7671
H35 1.6103 1.6622 5.3330
Br5 -4.6589 1.4382 0.8361
C14 -3.9044 -0.1472 1.6282
C15 -4.0657 0.0577 3.1119
Br6 -3.2876 -1.4211 4.0436
H36 -2.8533 -0.1915 1.3046
H37 -4.3436 -1.0904 1.2885
H38 -5.1148 0.1423 3.2920
H39 -3.4832 0.9282 3.3886
Br7 6.6247 -0.8638 -1.4790
C16 4.9292 -1.6696 -1.6769
C17 4.0306 -1.4680 -0.5208
Br8 4.2724 -2.7377 0.8848
H40 5.0588 -2.7313 -1.9265
H41 4.4816 -1.2235 -2.5831
H42 3.0272 -1.6007 -0.8831
H43 4.0899 -0.4521 -0.1223
Br9 2.2581 0.9469 1.6129
C18 1.1445 1.7793 0.1744
C19 -0.2916 1.4593 0.3888
Br10 -1.0010 2.2820 1.9319
H44 1.5751 1.2944 -0.6972
H45 1.3502 2.8400 0.1610
H46 -0.4715 0.3919 0.4507
H47 -0.8606 1.7389 -0.5103

Forces on atoms 1 to 6 (eV/Å):
C -0.1 -1.2 -0.2
O 0.5 0.8 -0.8
P -0.7 0.0 0.9
O -0.1 -0.1 -0.8
O 0.4 -0.3 1.4
C 0.4 -0.4 -1.5

Atom charges from the Mulliken analysis, given in e for atoms 1 to 4:
1 C -0.77
2 O -0.36
3 P 0.76
4 O -0.66

# 3
Computed, not measured: C23H28NO2Ru as an isolated structure at a distorted geometry, with ωB97M-V/def2-TZVPD.

Output
Net charge ... +1
HOMO-LUMO gap (alpha / beta) ... 6.7 / 6.3 eV
LUMO level (alpha / beta) ... -4.225 / -5.619 eV
2S+1 ... 5
Largest force on an atom ... 3.1 eV/A

Element x y z (Å)
C1 2.5814 0.1921 2.6116
C2 2.3618 -0.6797 1.5606
C3 1.4724 -0.0615 0.6182
H1 2.8793 -1.6379 1.3971
C4 1.1665 1.2831 1.1463
C5 1.8546 1.3785 2.4282
H2 0.8858 2.1290 0.5352
C6 -1.3482 -2.3088 3.0537
C7 -0.0964 -2.6105 2.5041
C8 -0.0790 -2.1846 1.1399
H3 0.7317 -3.1055 2.9988
C9 -1.3874 -1.6938 0.8080
C10 -2.1702 -1.7216 2.0260
H4 1.3483 -0.3745 -0.4189
H5 1.9066 2.2606 3.0523
H6 3.2632 0.0169 3.4549
H7 -3.2343 -1.4930 2.1242
H8 0.6684 -2.3702 0.3692
H9 -1.6806 -2.5283 4.0741
Ru1 -0.5191 0.0227 1.5752
C11 -1.7897 -1.4554 -0.6336
C12 -3.3001 -1.3796 -0.6886
C13 -1.2821 -2.4917 -1.6283
H10 -3.6729 -2.3643 -0.3746
H11 -3.6224 -1.2001 -1.7164
H12 -3.6755 -0.6154 -0.0092
H13 -1.6526 -3.4871 -1.3854
H14 -0.1913 -2.5145 -1.7197
H15 -1.7023 -2.1986 -2.5982
C14 -1.0589 -0.1438 -1.0719
C15 -1.8321 1.1024 -1.0607
H16 -0.3309 -0.2700 -1.9002
H17 -0.3271 0.1614 -0.3023
O1 -2.2959 1.4722 0.0400
N1 -1.7170 1.8404 -2.2639
C16 -0.4679 2.6176 -2.3112
H18 -2.5107 2.4340 -2.4588
C17 0.8275 1.9049 -2.5925
C18 2.0426 2.4514 -2.1467
H19 2.0159 3.3942 -1.5916
C19 3.2642 1.8390 -2.4237
H20 4.2035 2.3026 -2.0879
C20 3.3044 0.6444 -3.1609
H21 4.2686 0.1605 -3.3735
C21 2.0998 0.0788 -3.6017
H22 2.1096 -0.8654 -4.1478
C22 0.8874 0.7419 -3.3702
H23 -0.0341 0.3288 -3.7826
H24 -0.3610 3.0936 -1.3294
H25 -0.5773 3.4145 -3.0648
C23 -0.5883 0.8586 4.4112
O2 -1.0686 1.0418 3.0949
H26 -1.5465 0.8500 4.9577
H27 -0.0339 1.7772 4.6145
H28 0.0110 -0.0374 4.6191

Forces on atoms 1 to 6 (eV/Å):
C 0.3 0.9 1.3
C 0.8 -0.7 -0.3
C 0.0 1.8 0.5
H -0.5 0.5 0.2
C 0.2 -1.0 -1.0
C 0.8 -0.5 -0.4

Atom charges from the Mulliken analysis, given in e for atoms 1 to 4:
1 C -0.55
2 C -1.08
3 C -0.22
4 H 0.53

# 4
Computed, not measured: a single C7H4OS molecule at a distorted geometry, with ωB97M-V/def2-TZVPD.

Output
Net charge ... 0
HOMO-LUMO gap ... 8.7 eV
LUMO level ... -0.328 eV
Largest force on an atom ... 3.0 eV/A

Element x y z (Å)
C1 -1.3349 -0.9375 0.0253
C2 -1.8430 0.5065 -0.0039
C3 -0.8426 1.3804 0.0843
C4 0.4731 0.6640 0.0173
C5 1.7963 0.8220 -0.1465
C6 1.1942 -1.5194 0.1455
C7 0.1536 -0.7429 0.1832
H1 -2.9314 0.7778 -0.2031
H2 -0.9190 2.4706 0.1066
H3 2.2669 1.8221 -0.1778
H4 1.1872 -2.5554 0.1678
O1 -1.8996 -2.0045 -0.1561
S1 2.6992 -0.6839 -0.0425

Forces on atoms 1 to 6 (eV/Å):
C 0.4 -0.5 -0.3
C -2.2 -0.4 -0.5
C 1.2 0.5 -0.6
C -1.0 -1.5 0.9
C 0.7 1.8 0.4
C 2.2 -0.8 0.0

Atom charges from the Mulliken analysis, given in e for atoms 1 to 4:
1 C 0.35
2 C -0.32
3 C -0.61
4 C 0.22

# 5
Computed, not measured: C5H10O as an isolated structure, with ωB97M-V/def2-TZVPD.

Output
Net charge ... 0
HOMO-LUMO gap ... 10.7 eV
LUMO level ... 1.130 eV
Energy relative to the best compared isomer or geometry (same formula, charge and spin) ... 1.149 eV
Largest force on an atom ... 0.5 eV/A

Element x y z (Å)
C1 -1.4538 0.6106 -0.4183
C2 -0.6505 -0.1778 0.6135
C3 -0.4097 -1.6465 0.2015
O1 0.8502 -1.2987 -0.3920
C4 0.8766 -0.1071 0.4152
C5 1.5482 1.0150 -0.3274
H1 -1.2924 1.6905 -0.3063
H2 -2.5290 0.4209 -0.3203
H3 -1.1559 0.3322 -1.4361
H4 -1.0132 0.0270 1.6287
H5 -1.1409 -2.0800 -0.4949
H6 -0.1811 -2.3376 1.0173
H7 1.3769 -0.2994 1.3826
H8 2.6141 0.7866 -0.4210
H9 1.4365 1.9719 0.1899
H10 1.1241 1.0924 -1.3322

Forces on atoms 1 to 6 (eV/Å):
C 0.0 0.0 0.0
C 0.0 0.0 0.0
C -0.3 -0.1 0.0
O 0.1 -0.1 -0.1
C 0.2 0.4 0.1
C 0.0 0.1 0.0

Atom charges from the Mulliken analysis, given in e for atoms 1 to 4:
1 C -1.51
2 C 0.37
3 C -0.53
4 O -0.45

# 6
Computed, not measured: C21H62AgBN5O7V as an isolated structure at a distorted geometry, with ωB97M-V/def2-TZVPD.

Output
Net charge ... +1
HOMO-LUMO gap (alpha / beta) ... 6.6 / 7.0 eV
LUMO level (alpha / beta) ... -3.995 / -3.687 eV
Energy relative to the best compared isomer or geometry (same formula, charge and spin) ... 2.138 eV
2S+1 ... 2
Largest force on an atom ... 5.4 eV/A

Element x y z (Å)
O1 -34.2674 21.4842 13.4106
V1 -33.6829 22.6596 12.5639
Ag1 -30.3099 22.0401 11.2076
B1 -33.0205 21.6324 10.5467
H1 -32.6712 22.5945 10.8883
H2 -34.0957 21.6535 10.4582
H3 -32.5396 21.4171 9.6051
H4 -32.7826 20.9811 11.3734
C1 -30.9742 21.6803 14.5417
O2 -31.5550 22.0154 13.3383
H5 -31.7240 21.9621 15.2809
H6 -30.6001 20.6640 14.4175
H7 -30.0281 22.1423 14.8236
C2 -26.9011 19.5863 14.0485
C3 -25.5548 20.2343 13.7129
C4 -24.2870 19.5379 14.3501
O3 -23.2251 20.4124 14.0069
C5 -22.0374 20.2440 14.7419
N1 -25.4912 20.1240 12.2546
H8 -27.2332 19.6756 15.0829
H9 -26.7859 18.5291 13.8099
H10 -27.6495 19.9419 13.3402
H11 -25.4461 21.2558 14.0775
H12 -24.1256 18.4783 14.1518
H13 -24.2815 19.5747 15.4395
H14 -22.2713 20.3587 15.8003
H15 -21.3304 21.0414 14.5132
H16 -21.5565 19.2733 14.6206
H17 -24.5546 20.3902 11.9864
H18 -25.4390 19.1278 12.0969
C6 -34.1961 21.6661 5.3141
C7 -34.1504 21.0201 6.6483
C8 -32.6851 20.4603 6.9880
O4 -32.1514 19.4357 6.1676
C9 -32.9262 18.2591 5.8783
N2 -34.7028 22.0083 7.5750
H19 -35.1953 22.0411 5.0924
H20 -33.8800 20.9890 4.5205
H21 -33.4829 22.4900 5.2885
H22 -34.7992 20.1748 6.4189
H23 -32.7745 20.0641 7.9995
H24 -32.0467 21.3420 6.9319
H25 -33.4431 18.3940 4.9283
H26 -33.6699 18.1314 6.6649
H27 -32.3491 17.3355 5.9229
H28 -34.2434 22.9077 7.5689
H29 -34.6368 21.7484 8.5487
C10 -26.9636 23.1186 10.0314
C11 -27.4439 23.6559 11.3736
C12 -28.4409 24.8239 11.3352
O5 -29.7209 24.4087 10.8781
C13 -30.0134 24.6318 9.4872
N3 -27.8867 22.4558 11.9972
H30 -26.7201 23.9799 9.4093
H31 -27.7456 22.5549 9.5226
H32 -26.0696 22.5024 10.1278
H33 -26.5772 23.8605 12.0021
H34 -28.1397 25.6947 10.7528
H35 -28.6963 25.1156 12.3539
H36 -31.0862 24.4397 9.4681
H37 -29.6482 23.9701 8.7018
H38 -29.8801 25.6786 9.2142
H39 -27.1004 21.8221 11.9893
H40 -27.9342 22.5296 13.0034
C14 -30.9192 18.7520 11.1084
C15 -29.7780 19.2259 10.1730
C16 -29.4679 18.1103 9.0812
O6 -28.4949 18.4457 8.1137
C17 -27.3274 19.1469 8.5030
N4 -30.3406 20.3713 9.4665
H41 -30.5624 17.7969 11.4940
H42 -31.6474 18.3499 10.4041
H43 -31.2588 19.4456 11.8776
H44 -28.9906 19.5188 10.8676
H45 -30.3706 17.8316 8.5376
H46 -29.1510 17.2485 9.6685
H47 -26.7219 19.3578 7.6216
H48 -26.6747 18.6304 9.2068
H49 -27.7090 20.0676 8.9445
H50 -30.0103 20.4187 8.5132
H51 -31.3422 20.4657 9.3767
C18 -31.8181 26.9155 12.6026
C19 -32.1642 25.5260 13.0082
C20 -33.3399 25.3859 14.0212
O7 -33.5599 23.9861 14.2847
C21 -33.9909 23.7378 15.6397
N5 -32.5402 24.7911 11.7339
H52 -31.0798 26.8473 11.8037
H53 -31.5012 27.5270 13.4475
H54 -32.7596 27.3829 12.3139
H55 -31.3072 24.9634 13.3788
H56 -34.2459 25.9171 13.7295
H57 -32.9202 25.9869 14.8278
H58 -33.3204 24.2464 16.3324
H59 -33.9433 22.6703 15.8545
H60 -35.0437 24.0195 15.6229
H61 -33.3576 25.2645 11.3763
H62 -31.7906 24.8225 11.0577

Forces on atoms 1 to 6 (eV/Å):
O -0.5 1.5 -0.8
V 4.3 -2.8 1.8
Ag 0.3 -0.4 0.4
B -0.4 -0.3 0.4
H 1.4 4.2 0.9
H -4.5 0.3 -0.3

Atom charges from the Mulliken analysis, given in e for atoms 1 to 4:
1 O -0.38
2 V 0.75
3 Ag -0.17
4 B 2.85

> Which formula does entry 1 have?

C4H7N3